# 1
The following is a DFT calculation (ωB97M-V with the def2-TZVPD basis set) of a structure of composition C37H31N3O5PtS2Te in a non-equilibrium geometry.

Each line ends with the Mulliken charge.
Atoms and positions in Å:
Pt1 0.890 -0.894 -1.208  1.166
O1 -1.880 -2.618 -4.763  -0.471
C1 -1.301 -2.205 -3.621  -0.265
O2 -1.700 -1.283 -2.969  -0.404
C2 -0.124 -3.081 -3.262  0.994
C3 0.102 -4.247 -3.959  -0.682
C4 1.147 -5.090 -3.575  -0.624
C5 1.901 -4.746 -2.481  -0.842
C6 1.614 -3.553 -1.836  1.162
N1 0.648 -2.728 -2.227  0.374
C7 2.295 -3.140 -0.589  -0.257
O3 3.294 -3.705 -0.216  -0.640
O4 1.682 -2.165 0.056  -0.574
H1 -2.616 -2.014 -4.950  0.369
H2 -0.543 -4.498 -4.786  0.573
H3 1.342 -6.002 -4.123  0.475
H4 2.704 -5.357 -2.093  0.586
S1 0.786 0.289 -3.416  -0.440
C8 2.446 0.235 -3.256  0.398
N2 2.941 -0.564 -2.309  -0.074
C9 4.284 -0.460 -2.166  -0.254
C10 5.079 -1.158 -1.224  -0.041
C11 6.427 -0.944 -1.254  -0.999
C12 7.007 -0.055 -2.187  -0.486
C13 6.248 0.643 -3.107  -0.596
C14 4.873 0.437 -3.090  0.677
S2 3.648 1.135 -4.103  -0.231
H5 4.612 -1.819 -0.507  0.431
H6 7.068 -1.466 -0.555  0.425
H7 8.081 0.087 -2.178  0.386
H8 6.707 1.326 -3.809  0.406
C15 -6.911 2.913 1.910  -1.573
C16 -5.568 2.364 1.506  0.611
C17 -4.438 2.585 2.290  -0.892
C18 -3.188 2.112 1.922  0.723
C19 -2.007 2.411 2.807  -1.129
C20 -3.097 1.362 0.735  0.510
Te1 -1.204 0.611 0.012  0.332
N3 0.893 0.793 -0.140  -0.013
C21 1.985 1.235 0.578  0.144
O5 3.012 0.597 0.539  -0.549
C22 1.907 2.531 1.343  0.025
C23 2.983 2.840 2.167  -0.545
C24 3.002 4.031 2.878  -0.672
C25 1.944 4.924 2.770  -0.389
C26 0.871 4.627 1.942  -0.811
C27 0.856 3.436 1.230  -0.373
C28 -0.918 -0.675 1.654  1.358
C29 0.017 -0.351 2.627  -0.557
C30 0.231 -1.223 3.683  -0.837
C31 -0.491 -2.405 3.751  -0.888
C32 -1.419 -2.715 2.769  -0.729
C33 -1.651 -1.860 1.694  0.461
C34 -2.648 -2.231 0.621  -1.072
C35 -4.201 1.148 -0.100  0.740
C36 -4.165 0.397 -1.420  -1.411
C37 -5.427 1.645 0.329  -0.888
H9 -6.839 3.519 2.811  0.350
H10 -7.618 2.103 2.100  0.350
H11 -7.331 3.530 1.114  0.375
H12 -4.532 3.153 3.209  0.353
H13 -2.263 3.162 3.552  0.540
H14 -1.155 2.787 2.242  -0.042
H15 -1.681 1.513 3.336  0.306
H16 3.798 2.131 2.237  0.489
H17 3.849 4.269 3.510  0.431
H18 1.958 5.853 3.326  0.406
H19 0.054 5.332 1.836  0.465
H20 0.035 3.229 0.559  1.208
H21 0.582 0.570 2.570  0.460
H22 0.961 -0.978 4.443  0.483
H23 -0.325 -3.094 4.570  0.415
H24 -1.971 -3.646 2.825  0.446
H25 -3.020 -3.243 0.770  0.538
H26 -2.194 -2.180 -0.376  -0.057
H27 -3.508 -1.554 0.631  0.220
H28 -3.183 0.024 -1.698  -0.252
H29 -4.510 1.047 -2.225  0.488
H30 -4.839 -0.460 -1.379  0.416
H31 -6.299 1.467 -0.295  0.490

Multiplicity = 2
Charge = +1
Molar mass = 984.483 Da
HOMO-LUMO gap (alpha / beta) = 0.203 / 0.186 Eh
<S²> = 0.776
Energy above the lowest of the compared OMol25 structures with the same formula, charge and spin = 2.896 eV
E_tot = -85783.292 eV

# 2
The following is a DFT calculation (ωB97M-V with the def2-TZVPD basis set) of a structure of composition C37H32BiNP2Se in a non-equilibrium geometry.

Each line ends with the Mulliken charge.
Atoms and positions in Å:
C1 0.755 -1.237 -2.048  -0.498
C2 -0.298 -1.711 -1.246  0.914
C3 -1.600 -1.788 -1.763  -0.745
C4 -1.845 -1.423 -3.079  -0.997
C5 -0.797 -0.976 -3.883  -0.212
C6 0.495 -0.867 -3.364  -0.443
P1 -0.029 -2.062 0.512  0.767
C7 -1.341 -3.252 0.964  0.721
C8 -2.426 -2.781 1.727  -0.089
C9 -3.443 -3.651 2.103  -0.953
C10 -3.419 -4.977 1.663  -0.540
C11 -2.350 -5.441 0.889  -0.703
C12 -1.292 -4.589 0.545  -0.260
Bi1 -0.518 -0.099 2.152  1.729
P2 -0.001 1.986 0.609  0.682
C13 -1.328 2.055 -0.630  0.641
C14 -1.098 2.357 -1.979  -0.601
C15 -2.170 2.334 -2.875  -0.712
C16 -3.446 1.949 -2.450  -0.566
C17 -3.663 1.587 -1.122  -0.991
C18 -2.612 1.672 -0.210  -0.538
C19 -0.154 3.506 1.589  0.636
C20 0.730 3.654 2.672  -0.409
C21 0.451 4.565 3.684  -0.747
C22 -0.657 5.420 3.557  -0.427
C23 -1.457 5.365 2.409  -0.690
C24 -1.189 4.426 1.404  -0.325
C25 1.548 2.231 -0.286  0.433
C26 2.568 1.277 -0.128  -0.331
C27 3.800 1.471 -0.747  -0.529
C28 4.025 2.613 -1.519  -0.607
C29 3.007 3.553 -1.690  -0.787
C30 1.764 3.370 -1.075  -0.427
C31 1.579 -2.869 0.560  0.630
C32 2.084 -3.625 -0.505  -0.126
C33 3.347 -4.219 -0.380  -0.832
C34 4.096 -4.057 0.787  -0.600
C35 3.597 -3.280 1.841  -0.780
C36 2.337 -2.701 1.737  -0.590
H1 1.630 3.025 2.706  0.347
H2 1.107 4.633 4.553  0.435
H3 -0.885 6.138 4.352  0.406
H4 -2.295 6.057 2.286  0.414
H5 -1.775 4.402 0.478  0.455
H6 -0.099 2.630 -2.321  0.579
H7 -1.993 2.586 -3.921  0.453
H8 -4.266 1.883 -3.167  0.433
H9 -4.645 1.233 -0.794  0.436
H10 -2.774 1.420 0.840  0.616
H11 2.367 0.391 0.475  0.276
H12 4.588 0.729 -0.620  0.486
H13 5.003 2.767 -1.971  0.443
H14 3.171 4.446 -2.298  0.433
H15 0.970 4.102 -1.231  0.558
H16 1.507 -3.748 -1.423  0.503
H17 3.720 -4.823 -1.211  0.433
H18 5.060 -4.553 0.891  0.438
H19 4.183 -3.166 2.752  0.473
H20 1.902 -2.115 2.552  0.465
H21 -2.488 -1.729 2.036  0.028
H22 -4.257 -3.307 2.743  0.421
H23 -4.235 -5.643 1.935  0.412
H24 -2.324 -6.479 0.555  0.429
H25 -0.446 -4.946 -0.043  0.413
H26 -2.400 -2.176 -1.134  0.399
H27 -2.862 -1.469 -3.468  0.476
H28 -0.995 -0.663 -4.902  0.055
H29 1.299 -0.484 -3.996  0.321
H30 1.770 -1.214 -1.648  0.504
H31 -0.057 0.280 -6.263  0.144
H32 0.659 0.196 -6.039  -0.074
Se1 0.091 0.015 7.175  -0.010
C37 0.258 -0.069 5.439  0.325
N1 0.465 -0.140 4.257  -1.026

Multiplicity = 1
Charge = +2
Molar mass = 840.558 Da
HOMO-LUMO gap (alpha / beta) = 0.179 / 0.179 Eh
E_tot = -130125.330 eV

# 3
The following is a DFT calculation (ωB97M-V with the def2-TZVPD basis set) of a structure of composition C37H32BrFN14O3S2Ta.

Each line ends with the Mulliken charge.
Atoms and positions in Å:
Ta1 2.415 -1.374 -1.396  1.752
Br1 -4.606 -4.595 -2.045  -0.188
C1 -3.087 -3.503 -2.325  -0.169
C2 -2.606 -2.728 -1.281  -0.905
C3 -1.491 -1.935 -1.484  0.432
C4 -0.872 -1.911 -2.729  -0.674
C5 -1.347 -2.712 -3.762  -0.534
C6 -2.462 -3.510 -3.560  -0.698
N1 0.296 -1.122 -2.891  1.167
C7 0.428 -0.410 -3.927  -0.478
C8 1.627 0.419 -4.066  0.154
C9 1.732 1.360 -5.073  -1.019
C10 2.833 2.202 -5.094  -0.394
C11 3.777 2.077 -4.091  -1.089
C12 3.612 1.095 -3.128  -0.214
N2 2.566 0.262 -3.121  0.151
H1 -3.086 -2.757 -0.312  0.537
H2 -1.081 -1.335 -0.683  0.215
H3 -0.808 -2.763 -4.700  0.515
H4 -2.822 -4.152 -4.351  0.431
H5 -0.342 -0.341 -4.694  0.532
H6 0.949 1.430 -5.817  0.512
H7 2.942 2.948 -5.870  0.453
H8 4.644 2.719 -4.041  0.449
H9 4.337 0.972 -2.337  0.592
N3 0.546 -4.244 -0.192  0.102
C13 0.490 -3.098 0.547  0.106
N4 -0.185 -2.974 1.668  -0.649
N5 0.062 -1.713 2.075  -0.794
N6 0.814 -1.097 1.253  -0.204
N7 1.114 -1.947 0.223  0.953
C14 0.887 -4.227 -1.521  0.126
N8 0.568 -5.162 -2.387  -0.488
N9 1.053 -4.711 -3.558  -0.756
N10 1.682 -3.608 -3.409  -0.224
N11 1.582 -3.239 -2.095  0.662
H10 -0.027 -5.011 0.121  0.362
F1 -4.339 0.813 0.921  -0.363
C15 -3.136 1.310 1.314  0.281
C16 -2.045 1.133 0.517  -0.966
C17 -0.814 1.660 0.904  0.526
C18 0.380 1.326 0.111  0.540
O1 0.296 0.646 -0.914  -0.506
C19 1.613 1.823 0.661  0.496
C20 1.615 2.588 1.778  -0.485
N12 0.506 2.912 2.483  0.251
C21 0.635 3.643 3.722  -0.420
C22 0.031 5.014 3.818  -0.378
C23 1.520 4.848 3.752  -0.961
C24 -0.723 2.394 2.093  -0.009
C25 -1.854 2.537 2.906  -1.019
C26 -3.067 1.985 2.535  -0.083
N13 -4.184 2.090 3.391  0.221
C27 -5.082 0.984 3.615  -0.821
C28 -6.424 1.170 2.919  -0.643
N14 -6.989 2.509 3.325  -0.119
C29 -6.040 3.639 3.022  -0.766
C30 -4.726 3.373 3.752  -0.670
C31 2.924 1.447 0.067  -0.145
O2 3.898 2.160 0.129  -0.660
O3 2.946 0.236 -0.438  -0.338
H11 -2.122 0.585 -0.414  0.707
H12 2.553 2.961 2.168  0.670
H13 0.610 3.013 4.603  0.516
H14 -0.420 5.304 4.757  0.301
H15 -0.457 5.394 2.930  0.207
H16 2.103 5.010 4.646  0.258
H17 2.007 5.140 2.832  0.341
H18 -1.778 3.031 3.864  0.743
H19 -5.257 0.881 4.696  0.345
H20 -4.631 0.054 3.279  0.436
H21 -7.144 0.405 3.205  0.351
H22 -6.315 1.192 1.838  0.441
H23 -7.183 2.500 4.330  0.380
H24 -7.881 2.665 2.855  0.349
H25 -6.513 4.568 3.339  0.420
H26 -5.897 3.646 1.942  0.354
H27 -4.905 3.423 4.836  0.331
H28 -4.021 4.163 3.505  0.439
S1 3.717 -2.702 0.142  -0.260
C32 5.153 -3.328 -0.640  0.590
C33 6.008 -4.197 0.028  -0.709
C34 7.114 -4.712 -0.630  -0.557
C35 7.368 -4.370 -1.952  -0.611
C36 6.521 -3.502 -2.621  -0.702
C37 5.414 -2.982 -1.961  0.524
S2 4.365 -1.816 -2.739  -0.192
H29 5.801 -4.467 1.055  0.447
H30 7.778 -5.389 -0.109  0.374
H31 8.227 -4.783 -2.464  0.370
H32 6.709 -3.230 -3.651  0.446

Multiplicity = 1
Charge = +1
Molar mass = 1064.742 Da
HOMO-LUMO gap = 0.219 Eh
Energy above the lowest of the compared OMol25 structures with the same formula, charge and spin = 0.000 eV
E_tot = -161870.682 eV